The following is a quantum chemistry calculation of C23H44NOP3Sc as an isolated structure in a non-equilibrium geometry, from OMol25.

XYZ file:
```
73
Properties=species:S:1:pos:R:3:mulliken_charge:R:1
Sc -0.2600 0.0871 0.1839 -0.4185
P -1.8954 -2.0196 0.7316 1.2070
P 1.2279 -1.1844 2.2622 0.8984
P 1.2852 -1.8311 -1.0086 1.4498
H -1.2720 5.4039 -4.8194 0.2713
C -1.2290 4.4503 -5.3630 -0.5780
C -2.0793 3.4390 -5.1332 -0.4171
H -2.8681 3.4733 -4.3653 0.2803
C -3.4754 -1.5824 1.5596 -1.2420
C -1.4202 -3.4783 1.7496 -1.2155
C -2.5218 -2.8616 -0.7712 -1.2694
C 2.7193 -0.1264 2.3539 -1.0483
C 0.4747 -0.8344 3.8956 -0.9957
C 1.9308 -2.8632 2.5501 -1.2531
C 0.7746 -1.6554 -2.7608 -1.3701
C 1.5248 -3.6471 -0.8940 -1.4988
C 3.0242 -1.2381 -1.0617 -1.4669
H -0.4534 4.3838 -6.1456 0.2858
H -2.0234 2.5476 -5.7694 0.2968
H -4.0666 -0.9413 0.8918 0.4123
H -3.2335 -1.0199 2.4742 0.2770
H -4.0722 -2.4659 1.8398 0.4780
H -1.1434 -3.1700 2.7653 0.3312
H -0.5721 -4.0120 1.3055 0.2253
H -2.2551 -4.1903 1.8386 0.5112
H -2.6963 -2.1020 -1.5433 0.3565
H -3.4713 -3.3826 -0.5813 0.4464
H -1.7780 -3.5773 -1.1430 0.3475
H 3.4224 -0.5668 3.0750 0.5692
H 2.4287 0.8842 2.6767 0.0301
H 3.1918 -0.0585 1.3657 0.1698
H 0.9482 -1.4621 4.6622 0.5481
H -0.5965 -1.0795 3.8582 0.3213
H 0.5989 0.2264 4.1646 -0.0003
H 2.9959 -2.7894 2.8141 0.4094
H 1.8229 -3.4906 1.6542 0.0815
H 1.4042 -3.3445 3.3860 0.5151
H 1.2855 -2.3905 -3.3929 0.5397
H 1.0160 -0.6523 -3.1329 0.1464
H -0.3089 -1.8188 -2.8558 0.3674
H 1.7114 -4.0530 -1.8970 0.4801
H 0.6267 -4.1354 -0.4935 0.3317
H 2.3876 -3.9103 -0.2681 0.4949
H 3.4299 -1.3942 -2.0690 0.5061
H 3.6530 -1.7759 -0.3390 0.4369
H 3.0636 -0.1672 -0.8319 0.2929
C -0.4689 1.7712 -2.4499 0.3332
C 0.6534 2.6229 -2.5596 -0.3180
C 1.4208 2.5517 -3.7228 -0.4699
C 1.0056 1.7144 -4.7696 -0.3000
C -0.2601 1.1264 -4.7529 -0.4816
C -1.0882 1.3235 -3.6339 -0.5126
O -0.8755 1.3041 -1.2712 -0.5449
H 1.2523 1.1641 0.1007 0.0537
H 1.0054 3.1083 -1.6443 0.4330
H 2.3724 3.0916 -3.8006 0.5208
H 1.6606 1.5140 -5.6262 0.5039
H -0.5852 0.5839 -5.6639 0.4686
H -2.1515 1.0699 -3.5735 0.5779
N -1.3281 1.9276 1.1783 -0.3075
C -0.8540 2.3025 2.4741 0.8332
C 0.4492 2.7893 2.5912 -0.3222
C 0.9966 2.9190 3.8708 -0.2936
C 0.2289 2.6188 5.0022 -0.5406
C -1.0771 2.1346 4.8556 -0.5182
C -1.6331 1.9648 3.5850 -0.4543
H -1.0625 2.5936 0.4392 0.3423
H -2.3496 1.8207 1.1483 0.2794
H 1.0439 2.9607 1.6878 0.3968
H 2.0267 3.2648 3.9642 0.4435
H 0.6563 2.7508 5.9959 0.4489
H -1.6767 1.8685 5.7260 0.4588
H -2.6179 1.5150 3.4307 0.4280
```

The HOMO-LUMO gap (alpha / beta) comes out at 5.27 / 3.46 eV. The energy relative to the best compared isomer or geometry (same formula, charge and spin) comes out at 59.0 kcal per mole. For the HOMO energy (alpha / beta), the calculation gives -16.35 / -16.48 eV. The value obtained for the LUMO energy (alpha / beta) is -11.1 / -13.0 eV. The value obtained for the total energy is -2816.5274 hartree. Its net charge is +3.